No. 1
Below is a structure of composition C17H16N2O4 in a non-equilibrium geometry, with properties calculated with the ωB97M-V functional and the def2-TZVPD basis.

Computed properties:
2S+1	1
DFT total energy	-29042.495	eV
HOMO-LUMO gap	8.9	eV
highest occupied orbital energy	-0.309	Ha

Positions of all 39 atoms, in Å:
C (-6.5897, -1.1032, -0.6297)
C (-5.0488, -1.0220, -0.3078)
C (-4.5733, 0.1644, 0.3835)
C (-3.3395, 0.1279, 0.7668)
C (-2.4926, -1.0374, 0.3023)
C (-3.0443, -2.0362, -0.2110)
C (-4.4026, -2.1571, -0.4748)
H (-4.6866, -2.8625, -1.3240)
H (-2.3565, -2.7156, -0.6205)
H (-1.4387, -0.8752, 0.7258)
O (-3.1216, 1.4857, 1.5210)
C (-1.8261, 1.5722, 1.7752)
C (-0.7938, 1.4784, 0.5861)
C (-1.0164, 2.3349, -0.4790)
C (0.1539, 2.1002, -1.3689)
C (0.9716, 1.4263, -0.2924)
C (2.4649, 0.8875, -0.6142)
O (2.9654, 1.2217, -1.6297)
N (3.0943, 0.4970, 0.3317)
C (4.2347, -0.0764, 0.5615)
N (4.6368, -0.7431, 1.4364)
O (5.8397, -1.0393, 1.4378)
C (6.3102, -0.6441, 0.0981)
C (5.2130, -0.0543, -0.3780)
H (5.2066, 0.4982, -1.7676)
C (7.7622, -1.0749, -0.4431)
H (7.8195, -2.3632, -0.4574)
H (8.4617, -0.5225, 0.2116)
H (7.7502, -0.7316, -1.3183)
H (2.4744, 0.2136, 1.3040)
O (0.4496, 1.2886, 0.7179)
H (0.3392, 2.4297, -2.3612)
H (-1.9176, 2.7439, -0.8222)
H (-1.3739, 0.5185, 2.4737)
H (-1.7664, 2.3185, 2.4946)
H (-5.3502, 1.0836, 0.7272)
H (-7.0751, -1.9813, -0.4493)
H (-7.1961, -0.2062, -0.1255)
H (-6.7382, -1.1447, -1.7808)

=====

No. 2
Below is a cluster of 2 separate species, C8H7F2O2Si in total in a non-equilibrium geometry, with properties calculated with the ωB97M-V functional and the def2-TZVPD basis.

Computed properties:
net charge	+1
2S+1	1
DFT total energy	-25807.153	eV
HOMO-LUMO gap (spin up / spin down)	7.7 / 7.7	eV
highest occupied orbital energy (spin up / spin down)	-0.465 / -0.464	Ha

Positions of all 20 atoms, in Å:
C (3.1825, 1.5091, 0.6217)
C (2.7217, 0.4099, 1.3196)
C (2.7266, 1.7332, -0.7297)
C (1.6411, -0.3706, 0.8458)
C (1.7300, 0.9323, -1.2422)
C (1.0770, 0.0231, -0.3849)
C (0.0255, -0.7838, -0.9188)
C (-1.6285, -2.4866, -0.5687)
O (-0.9092, -1.4728, -0.6665)
O (-3.3312, 0.0785, 0.1542)
F (-5.4590, 1.8345, 0.0653)
F (-5.9561, -0.5386, 0.7273)
Si (-4.8055, 0.4351, 0.2191)
H (3.9992, 1.9596, 1.1796)
H (3.3059, 0.3025, 2.2867)
H (3.1538, 2.4040, -1.3103)
H (1.2203, -1.3056, 1.4402)
H (1.3270, 1.0502, -2.2097)
H (-1.2258, -3.3863, -0.2346)
H (-2.7953, -2.3276, -0.5939)

=====

No. 3
Below is the molecule C4H10N2O in a non-equilibrium geometry, with properties calculated with the ωB97M-V functional and the def2-TZVPD basis.

Computed properties:
2S+1	1
DFT total energy	-9332.980	eV
HOMO-LUMO gap	7.1	eV
highest occupied orbital energy	-0.315	Ha

Positions of all 17 atoms, in Å:
N (-0.1749, -0.0329, 1.4320)
C (0.6671, -0.2010, 0.2741)
C (0.1530, -0.9525, -0.7693)
C (-1.2738, -0.8764, -1.0976)
O (-2.1636, -1.7093, -0.2264)
C (1.0624, 1.4232, -0.2329)
N (1.0128, 2.2649, 0.7811)
H (-0.9968, -0.5851, 1.5552)
H (-1.5081, -1.9061, 0.4365)
H (1.6239, -0.6356, 0.5837)
H (-1.6282, 0.1410, -0.8851)
H (0.8075, -1.6468, -1.2816)
H (-1.6188, -1.1286, -2.0972)
H (2.0488, 1.2677, -0.6735)
H (0.3215, 1.6158, -1.0063)
H (1.7099, 2.0287, 1.4832)
H (-0.0427, 0.9329, 1.7240)

=====

No. 4
Below is a structure of composition C18H29MnOSi in a non-equilibrium geometry, with properties calculated with the ωB97M-V functional and the def2-TZVPD basis.

Computed properties:
net charge	-2
2S+1	5
DFT total energy	-60372.035	eV
HOMO-LUMO gap (spin up / spin down)	1.9 / 3.8	eV
highest occupied orbital energy (spin up / spin down)	0.089 / 0.038	Ha
expectation value of S²	6.101

Positions of all 50 atoms, in Å:
Mn (0.0237, 0.2668, 0.3352)
C (1.6752, 0.2468, 1.6611)
C (2.0355, -0.6052, 0.5565)
C (1.9743, 0.1616, -0.6486)
H (2.3658, -1.6361, 0.6379)
C (1.5657, 1.4881, -0.3124)
C (1.4454, 1.5630, 1.1328)
H (1.3361, 2.4571, 1.7245)
H (1.6533, -0.0425, 2.7131)
H (2.2735, -0.1781, -1.6395)
H (1.4628, 2.3096, -1.0238)
C (-1.9814, 0.1519, 1.1247)
C (-1.3080, 1.3706, 1.4960)
C (-1.0140, 2.0944, 0.2787)
H (-1.1491, 1.7162, 2.5110)
C (-1.4334, 1.2876, -0.8404)
C (-2.0425, 0.0979, -0.3182)
H (-2.5218, -0.6721, -0.9100)
H (-2.4381, -0.5511, 1.8073)
H (-0.6519, 3.1071, 0.2167)
H (-1.4029, 1.5723, -1.8874)
O (0.0344, -2.1190, -0.8799)
C (-0.2898, -0.5168, -4.3800)
C (0.3148, -1.8253, -3.8070)
C (0.5335, 0.7262, -4.0376)
C (-1.8216, -0.5104, -4.2204)
C (0.4704, -2.5275, -2.1635)
H (1.3588, -1.9536, -4.1993)
H (-0.1555, -2.7057, -4.3219)
H (0.0925, -3.5644, -2.3232)
H (1.5630, -2.7811, -2.1468)
H (0.7615, 1.4574, -4.8412)
H (1.5011, 0.4032, -3.6476)
H (0.1509, 1.3162, -3.1895)
H (-2.4296, -0.5423, -5.1472)
H (-2.2698, 0.2946, -3.6164)
H (-2.0863, -1.4079, -3.6484)
C (-1.9436, -3.2325, 0.4713)
Si (-0.2906, -2.6980, 1.1061)
C (-0.3633, -2.2504, 3.0185)
C (1.0504, -3.9430, 0.8120)
H (-2.7731, -2.5917, 0.7811)
H (-2.1197, -4.2527, 0.8295)
H (-1.9050, -3.2421, -0.6263)
H (-0.5715, -3.1792, 3.5857)
H (0.5735, -1.8371, 3.4313)
H (-1.1647, -1.5381, 3.2783)
H (0.7064, -4.9011, 1.2203)
H (1.2246, -4.0652, -0.2661)
H (2.0005, -3.6853, 1.2936)

=====

Q: Look up the 2S+1 of the fourth one.
A: 5

=====

Q: Number 1 is which compound?
A: C17H16N2O4

=====

Copy entry 1 word for word.
Below is a structure of composition C17H16N2O4 in a non-equilibrium geometry, with properties calculated with the ωB97M-V functional and the def2-TZVPD basis.

Computed properties:
2S+1	1
DFT total energy	-29042.495	eV
HOMO-LUMO gap	8.9	eV
highest occupied orbital energy	-0.309	Ha

Positions of all 39 atoms, in Å:
C (-6.5897, -1.1032, -0.6297)
C (-5.0488, -1.0220, -0.3078)
C (-4.5733, 0.1644, 0.3835)
C (-3.3395, 0.1279, 0.7668)
C (-2.4926, -1.0374, 0.3023)
C (-3.0443, -2.0362, -0.2110)
C (-4.4026, -2.1571, -0.4748)
H (-4.6866, -2.8625, -1.3240)
H (-2.3565, -2.7156, -0.6205)
H (-1.4387, -0.8752, 0.7258)
O (-3.1216, 1.4857, 1.5210)
C (-1.8261, 1.5722, 1.7752)
C (-0.7938, 1.4784, 0.5861)
C (-1.0164, 2.3349, -0.4790)
C (0.1539, 2.1002, -1.3689)
C (0.9716, 1.4263, -0.2924)
C (2.4649, 0.8875, -0.6142)
O (2.9654, 1.2217, -1.6297)
N (3.0943, 0.4970, 0.3317)
C (4.2347, -0.0764, 0.5615)
N (4.6368, -0.7431, 1.4364)
O (5.8397, -1.0393, 1.4378)
C (6.3102, -0.6441, 0.0981)
C (5.2130, -0.0543, -0.3780)
H (5.2066, 0.4982, -1.7676)
C (7.7622, -1.0749, -0.4431)
H (7.8195, -2.3632, -0.4574)
H (8.4617, -0.5225, 0.2116)
H (7.7502, -0.7316, -1.3183)
H (2.4744, 0.2136, 1.3040)
O (0.4496, 1.2886, 0.7179)
H (0.3392, 2.4297, -2.3612)
H (-1.9176, 2.7439, -0.8222)
H (-1.3739, 0.5185, 2.4737)
H (-1.7664, 2.3185, 2.4946)
H (-5.3502, 1.0836, 0.7272)
H (-7.0751, -1.9813, -0.4493)
H (-7.1961, -0.2062, -0.1255)
H (-6.7382, -1.1447, -1.7808)

=====

Q: The highest 2S+1 belongs to which entry?
A: C18H29MnOSi